[1]
{"formula": "C49H51ClOPRhSSbSi", "method": "ωB97M-V/def2-TZVPD", "total_charge": 1, "lumo_energy_ev": [-2.9882, -4.5337], "homo_ha": [-0.36173, -0.38439], "multiplicity": 5, "gap_ha": [0.2519, 0.2178], "energy_ev": -103750.1518, "elements": ["Rh", "Cl", "C", "C", "C", "C", "C", "C", "C", "H", "H", "H", "H", "H", "H", "O", "Si", "C", "C", "C", "C", "C", "C", "C", "C", "C", "C", "C", "C", "C", "C", "C", "C", "C", "C", "H", "H", "H", "H", "H", "H", "H", "H", "H", "H", "H", "H", "H", "H", "H", "S", "Sb", "C", "C", "C", "C", "C", "C", "C", "C", "C", "C", "C", "C", "C", "C", "C", "C", "C", "C", "H", "H", "H", "H", "H", "H", "H", "H", "H", "H", "H", "H", "H", "H", "H", "C", "C", "P", "C", "C", "C", "C", "H", "H", "H", "H", "H", "H", "H", "H", "H", "H", "H", "H", "H", "H", "H"], "coordinates": [[12.2540, 9.3205, 12.5320], [9.9780, 8.2882, 12.2278], [10.2173, 8.6423, 10.5182], [9.1516, 9.1434, 9.7571], [9.3616, 9.5388, 8.4261], [10.6142, 9.4368, 7.8789], [11.6663, 8.8337, 8.6035], [11.4539, 8.3386, 9.9368], [12.4382, 7.8913, 10.9608], [8.1919, 9.2117, 10.2341], [8.5021, 9.8308, 7.8488], [10.7988, 9.7626, 6.8699], [12.6178, 8.7322, 8.0865], [13.4616, 7.7866, 10.6088], [12.1048, 6.9558, 11.4891], [14.2534, 9.8431, 12.0885], [15.7612, 9.3171, 12.1056], [16.4628, 8.3143, 10.6565], [15.7789, 8.1184, 9.4359], [16.2827, 7.2179, 8.4995], [17.5042, 6.5868, 8.7180], [18.1964, 6.8702, 9.8748], [17.6920, 7.6683, 10.8741], [16.8664, 10.8168, 12.2061], [18.2397, 10.8402, 11.9430], [18.9307, 12.0461, 11.8560], [18.3004, 13.2399, 12.0444], [16.9724, 13.2785, 12.4119], [16.2640, 12.0697, 12.4257], [16.1852, 8.2234, 13.5807], [17.1564, 8.5339, 14.5540], [17.4445, 7.6086, 15.5346], [16.7821, 6.3928, 15.6079], [15.7466, 6.1094, 14.7410], [15.4675, 7.0269, 13.7278], [14.8797, 8.6516, 9.2083], [15.7461, 7.0495, 7.5810], [17.9372, 5.9125, 7.9885], [19.1637, 6.4104, 10.0428], [18.2588, 7.8267, 11.7815], [18.7669, 9.9143, 11.8155], [19.9828, 11.9883, 11.6297], [18.8440, 14.1750, 11.9170], [16.4687, 14.2053, 12.6508], [15.1950, 12.0667, 12.6154], [17.6905, 9.4694, 14.5359], [18.2019, 7.8472, 16.2640], [17.0263, 5.6982, 16.4040], [15.1886, 5.1880, 14.8312], [14.6311, 6.8412, 13.0777], [12.2864, 8.1945, 14.6625], [12.3368, 9.3180, 16.7485], [13.4765, 11.2802, 16.9520], [14.7741, 11.3223, 16.5409], [15.5575, 12.4601, 16.8441], [14.9895, 13.5058, 17.5721], [13.6649, 13.4466, 18.0233], [12.8935, 12.3424, 17.6549], [13.3174, 7.8747, 18.0822], [13.5054, 8.1876, 19.4121], [14.0899, 7.2901, 20.2991], [14.5031, 6.0351, 19.8298], [14.2828, 5.7038, 18.4976], [13.6942, 6.6033, 17.6306], [10.2943, 9.1663, 17.5838], [9.8959, 10.0430, 18.5865], [8.5704, 10.0525, 19.0249], [7.6534, 9.1823, 18.4388], [8.0392, 8.2812, 17.4715], [9.3630, 8.3034, 17.0017], [15.1651, 10.5082, 15.9616], [16.5865, 12.4846, 16.4925], [15.6025, 14.3731, 17.8220], [13.2429, 14.2689, 18.5743], [11.8380, 12.2711, 17.9549], [13.1790, 9.1605, 19.7647], [14.1796, 7.5361, 21.3525], [14.9399, 5.3217, 20.5248], [14.6104, 4.7403, 18.1003], [13.5723, 6.3378, 16.6023], [10.6226, 10.7557, 19.0054], [8.2613, 10.6941, 19.8261], [6.6534, 9.1780, 18.8259], [7.3310, 7.6203, 16.9837], [9.6575, 7.6119, 16.2518], [12.5556, 12.3535, 10.3198], [11.2497, 12.2541, 11.0979], [11.4009, 11.3343, 12.6892], [12.4613, 12.4548, 13.7152], [11.8925, 13.8218, 14.0764], [9.7868, 11.4092, 13.5661], [8.7609, 12.3363, 12.9413], [12.3244, 12.5589, 9.2588], [13.1875, 11.4450, 10.3915], [13.1778, 13.2011, 10.6844], [10.5198, 11.7019, 10.4808], [10.8017, 13.2538, 11.3174], [13.4079, 12.5404, 13.1570], [12.7204, 11.8676, 14.6086], [11.9483, 14.5090, 13.2248], [12.4581, 14.2919, 14.8869], [10.8486, 13.7243, 14.3758], [10.0451, 11.7372, 14.6036], [9.4342, 10.3753, 13.6687], [9.1493, 13.3614, 12.7352], [7.9333, 12.5168, 13.6465], [8.3519, 11.9004, 12.0143]], "forces_ev_per_a": [[3.2, -0.8, 1.1], [-1.4, -0.7, -0.7], [-1.6, 0.0, -1.5], [0.7, -0.1, 0.3], [-0.8, -0.6, 1.3], [1.5, -0.9, 0.5], [-0.8, 0.0, 0.3], [0.9, 1.4, 0.9], [0.1, -2.4, -2.4], [-0.4, 0.2, 0.0], [0.0, 0.3, -0.1], [0.1, 0.0, -0.2], [0.0, -0.1, 0.4], [-0.1, 0.1, 0.1], [0.3, 0.9, -0.3], [-1.5, -0.1, 0.0], [1.7, -0.2, 0.2], [-1.0, 0.1, 0.1], [1.3, -0.7, 0.6], [0.2, 0.2, 0.0], [-0.4, 0.3, -0.2], [1.0, -0.7, 0.4], [-0.9, 0.5, -0.6], [0.1, 1.2, -0.2], [-0.4, 0.3, 0.3], [0.5, -1.4, -0.2], [0.1, 1.4, 0.3], [-0.7, -0.9, -0.2], [0.0, 0.0, 0.3], [-0.4, 0.1, 0.5], [-0.6, -0.5, -0.7], [0.3, 0.0, 0.4], [-0.1, -0.1, 0.5], [0.1, 0.4, -0.6], [0.3, 0.1, 0.5], [-0.5, 0.3, 0.1], [-0.1, -0.1, -0.2], [-0.1, 0.0, 0.0], [0.0, -0.1, -0.1], [-0.1, -0.1, 0.1], [0.3, -0.2, -0.2], [0.2, 0.2, -0.1], [0.0, -0.2, 0.1], [0.0, 0.1, -0.1], [0.1, 0.1, 0.0], [0.1, 0.2, -0.2], [0.2, 0.0, 0.2], [0.1, 0.0, -0.1], [-0.1, -0.1, 0.0], [-0.1, -0.2, -0.4], [0.0, 0.4, 0.8], [0.3, -0.7, 0.7], [-1.9, -0.7, 0.6], [1.0, 0.5, -0.1], [-0.7, -0.5, -0.1], [0.3, -0.1, 0.2], [0.3, -0.6, -1.1], [-0.6, -0.2, 0.5], [0.0, -0.2, -0.9], [-0.1, 0.7, 0.4], [0.0, -0.6, -0.3], [-0.4, 0.5, 0.3], [0.4, -0.4, 0.1], [-0.1, 0.8, 0.0], [0.3, 0.7, -0.8], [0.2, 0.6, 0.3], [0.5, -0.6, -0.5], [0.2, 0.1, 0.7], [0.8, 0.2, -0.8], [-0.2, 0.3, 0.9], [0.5, -0.3, -0.2], [-0.2, 0.1, 0.1], [-0.2, -0.2, -0.1], [-0.1, 0.1, 0.1], [0.5, 0.2, -0.1], [0.1, 0.0, 0.2], [0.1, 0.1, -0.2], [0.0, 0.1, -0.2], [-0.2, 0.2, 0.2], [-0.1, -0.1, -0.5], [-0.5, -0.4, 0.0], [-0.1, 0.3, 0.2], [-0.4, 0.0, -0.1], [0.0, 0.0, 0.2], [0.2, -0.4, -0.7], [0.8, 0.5, -0.1], [-0.9, 0.0, 0.1], [-0.5, 3.2, 0.2], [0.6, -0.6, -0.3], [0.0, 0.0, -0.3], [0.4, 0.0, 0.7], [-0.6, 0.7, 0.1], [0.2, -0.1, 0.5], [-0.4, 0.4, -0.1], [-0.3, -0.5, -0.2], [0.1, 0.2, 0.3], [0.4, -0.7, -0.3], [-0.3, 0.0, 0.2], [-0.1, 0.2, -0.2], [-0.1, -0.1, 0.1], [-0.1, -0.2, 0.0], [0.0, 0.3, 0.1], [-0.2, -0.2, -0.7], [-0.2, 0.4, -0.1], [-0.1, -0.9, 0.0], [0.1, -0.3, -0.3], [0.1, 0.3, 0.3]], "mulliken_spin": [2.40, 0.12, 0.10, -0.08, 0.11, -0.04, 0.13, -0.06, 0.56, 0.00, 0.01, 0.00, 0.01, -0.01, 0.00, 0.17, -0.01, -0.01, 0.00, 0.00, 0.00, 0.00, 0.00, 0.01, 0.00, 0.00, 0.00, 0.00, 0.00, 0.00, 0.00, 0.00, 0.00, 0.00, 0.01, 0.00, 0.00, 0.00, 0.00, 0.00, 0.00, 0.00, 0.00, 0.00, -0.01, 0.00, 0.00, 0.00, 0.00, 0.01, 0.29, 0.03, 0.00, 0.00, 0.00, 0.00, 0.00, 0.00, 0.01, 0.00, 0.00, 0.00, 0.00, 0.01, 0.00, 0.00, 0.00, 0.00, 0.00, 0.00, 0.00, 0.00, 0.00, 0.00, 0.00, 0.00, 0.00, 0.00, 0.00, -0.01, 0.00, 0.00, 0.00, 0.00, 0.00, 0.00, 0.00, 0.19, 0.01, 0.01, 0.02, 0.01, 0.00, 0.00, 0.00, 0.00, 0.01, 0.02, -0.02, 0.00, 0.00, 0.00, 0.00, 0.00, 0.00, 0.00, 0.00]}

---

[2]
{"formula": "C49H51O7ReS", "method": "ωB97M-V/def2-TZVPD", "total_charge": 1, "lumo_energy_ev": [-3.7185, -3.2640], "homo_ha": [-0.39999, -0.40613], "multiplicity": 4, "gap_ha": [0.2633, 0.2862], "energy_ev": -78934.1542, "relative_energy_kj_mol": 0.0, "elements": ["Re", "C", "C", "C", "C", "C", "C", "C", "C", "C", "H", "H", "H", "H", "H", "H", "H", "H", "H", "H", "H", "H", "C", "C", "C", "O", "C", "C", "O", "C", "O", "C", "C", "C", "C", "C", "C", "C", "C", "C", "C", "C", "C", "C", "O", "C", "C", "C", "C", "C", "C", "C", "C", "C", "C", "C", "C", "H", "H", "H", "H", "H", "H", "H", "H", "H", "H", "H", "H", "H", "H", "H", "H", "H", "H", "H", "H", "H", "H", "H", "H", "H", "H", "H", "H", "O", "C", "O", "C", "C", "C", "C", "C", "C", "H", "H", "H", "H", "H", "C", "S", "C", "O", "H", "H", "H", "H", "H", "H"], "coordinates": [[-0.6030, 0.0189, -0.2511], [0.4906, -1.9669, 4.5686], [0.5912, -0.7518, 3.6896], [-0.3859, 0.2451, 3.7373], [-0.3477, 1.3306, 2.8810], [-1.3358, 2.4610, 2.9976], [0.6882, 1.4090, 1.9378], [1.7352, 0.4811, 1.9428], [2.9639, 0.7128, 1.1145], [1.6498, -0.6100, 2.8019], [-0.0470, -1.7507, 5.4920], [1.4753, -2.3585, 4.8241], [-0.0527, -2.7571, 4.0433], [-1.1797, 0.1765, 4.4761], [-0.9023, 3.2848, 3.5689], [-2.2404, 2.1445, 3.5192], [-1.6025, 2.8532, 2.0145], [0.7781, 2.3134, 1.3367], [3.7308, 1.1875, 1.7308], [2.7589, 1.3763, 0.2747], [3.3756, -0.2206, 0.7323], [2.4433, -1.3518, 2.7966], [0.1677, -0.5828, -6.5290], [-0.4364, -1.4081, -5.4156], [-1.0891, -2.6829, -5.8982], [-1.3910, -0.6015, -4.7182], [-1.0346, -0.4690, -3.3550], [0.4638, -0.8301, -3.3721], [0.5505, -1.7423, -4.4490], [1.1550, -1.4647, -2.1369], [0.9836, -0.5118, -1.0384], [0.6629, -2.8226, -1.6378], [-0.1494, -3.6870, -2.3605], [-0.5479, -4.9015, -1.8122], [-0.1435, -5.2668, -0.5387], [0.6828, -4.4138, 0.1849], [1.0889, -3.2103, -0.3664], [2.6472, -1.5236, -2.4700], [3.1633, -2.6371, -3.1273], [4.5018, -2.6776, -3.4851], [5.3404, -1.6099, -3.1916], [4.8269, -0.4932, -2.5514], [3.4836, -0.4498, -2.1975], [-1.4264, 0.9762, -2.9517], [-1.0047, 1.2226, -1.5922], [-0.7254, 2.0097, -3.8346], [-1.2545, 2.3388, -5.0796], [-0.5990, 3.2417, -5.9038], [0.5891, 3.8313, -5.4928], [1.1190, 3.5140, -4.2508], [0.4630, 2.6092, -3.4252], [-2.9396, 1.1783, -2.9222], [-3.4066, 2.4152, -2.4754], [-4.7644, 2.6660, -2.3755], [-5.6819, 1.6769, -2.7224], [-5.2248, 0.4447, -3.1604], [-3.8580, 0.1915, -3.2557], [-0.6191, -0.2266, -7.1957], [0.8727, -1.1891, -7.0987], [0.6907, 0.2796, -6.1123], [-1.7771, -2.4601, -6.7144], [-1.6499, -3.1497, -5.0870], [-0.3282, -3.3774, -6.2576], [-1.5885, -1.1837, -2.7290], [1.0446, 0.0682, -3.6008], [-0.4716, -3.4231, -3.3549], [-1.1813, -5.5625, -2.3914], [-0.4573, -6.2122, -0.1145], [1.0207, -4.6929, 1.1760], [1.7382, -2.5539, 0.2031], [2.5197, -3.4782, -3.3532], [4.8934, -3.5508, -3.9917], [6.3869, -1.6482, -3.4655], [5.4696, 0.3495, -2.3288], [3.0800, 0.4323, -1.7267], [-2.1798, 1.8823, -5.4060], [-1.0201, 3.4878, -6.8710], [1.0971, 4.5386, -6.1365], [2.0454, 3.9701, -3.9228], [0.8828, 2.3621, -2.4586], [-2.6913, 3.1879, -2.2153], [-5.1106, 3.6385, -2.0458], [-6.7452, 1.8748, -2.6644], [-5.9311, -0.3267, -3.4422], [-3.5242, -0.7728, -3.6126], [-2.1189, -2.1460, -0.5711], [-1.8435, -2.2281, 0.6253], [-0.9737, -1.3863, 1.1529], [-2.5846, -3.1343, 1.5320], [-2.6214, -2.8768, 2.8994], [-3.3804, -3.6875, 3.7311], [-4.0836, -4.7581, 3.1955], [-4.0347, -5.0216, 1.8299], [-3.2928, -4.2055, 0.9932], [-2.0544, -2.0424, 3.2963], [-3.4183, -3.4917, 4.7951], [-4.6695, -5.3956, 3.8457], [-4.5772, -5.8645, 1.4220], [-3.2388, -4.3861, -0.0730], [-4.7746, -0.5660, 0.2724], [-3.6971, 0.3901, 1.3127], [-4.6099, 1.9117, 1.2698], [-2.4967, 0.7080, 0.4234], [-5.7432, -0.6142, 0.7738], [-4.3538, -1.5630, 0.1653], [-4.8446, -0.0637, -0.6951], [-5.4912, 1.7915, 1.9005], [-4.8770, 2.1310, 0.2354], [-3.9616, 2.6838, 1.6745]], "forces_ev_per_a": [[-0.2, -0.4, 0.2], [0.0, 0.0, 0.0], [0.0, 0.0, 0.0], [0.0, 0.0, 0.1], [-0.1, 0.1, -0.1], [0.0, -0.1, 0.0], [0.0, 0.2, 0.1], [0.0, -0.1, 0.0], [0.0, 0.0, 0.0], [0.0, 0.0, 0.0], [0.0, 0.0, 0.0], [0.0, 0.0, 0.0], [0.0, 0.0, 0.0], [0.0, 0.0, 0.0], [0.0, 0.0, 0.0], [0.0, 0.0, 0.0], [0.0, 0.0, 0.0], [0.0, -0.1, 0.0], [0.0, 0.0, 0.0], [0.0, 0.0, 0.0], [0.0, 0.0, 0.0], [0.0, 0.0, 0.0], [0.0, 0.0, 0.0], [0.1, 0.1, 0.1], [0.0, -0.1, -0.1], [-0.2, -0.2, 0.1], [0.0, 0.0, -0.1], [0.0, 0.1, 0.0], [0.0, 0.0, 0.1], [0.1, 0.0, 0.0], [0.1, -0.2, 0.1], [0.0, 0.1, 0.0], [0.0, 0.0, 0.0], [0.0, 0.0, 0.0], [0.0, 0.0, 0.0], [0.0, 0.0, 0.0], [0.0, 0.0, 0.0], [0.0, -0.1, 0.0], [0.0, 0.0, 0.1], [0.0, 0.0, 0.0], [0.0, 0.0, 0.0], [-0.1, 0.0, 0.0], [0.0, 0.0, -0.2], [0.1, 0.1, 0.1], [0.0, 0.1, -0.1], [0.0, 0.0, 0.1], [0.0, 0.0, 0.0], [0.0, 0.0, 0.0], [0.0, 0.0, 0.0], [0.0, 0.0, 0.0], [0.0, -0.1, 0.0], [0.0, 0.0, 0.0], [0.0, 0.0, 0.0], [0.0, 0.0, 0.0], [0.0, 0.0, 0.0], [0.0, 0.0, 0.0], [0.0, 0.0, 0.0], [0.0, 0.0, 0.0], [0.0, 0.0, 0.0], [0.0, 0.0, 0.0], [0.0, 0.0, 0.0], [0.0, 0.0, -0.1], [0.0, 0.0, 0.0], [0.0, 0.0, 0.0], [0.0, 0.1, 0.0], [0.0, 0.0, 0.0], [0.0, 0.0, 0.0], [0.0, 0.0, 0.0], [0.0, 0.0, 0.0], [0.0, 0.0, 0.0], [0.0, 0.0, 0.0], [0.0, 0.0, 0.0], [0.0, 0.0, 0.0], [0.0, 0.0, 0.0], [0.0, 0.1, 0.1], [0.0, 0.0, 0.0], [0.0, 0.0, 0.0], [0.0, 0.0, 0.0], [0.0, 0.0, 0.0], [0.0, 0.0, 0.0], [0.0, 0.0, 0.0], [0.0, 0.0, 0.0], [0.0, 0.0, 0.0], [0.0, 0.0, 0.0], [0.0, 0.0, 0.0], [0.0, 0.0, 0.0], [-0.2, 0.1, -0.2], [-0.1, 0.1, -0.2], [0.3, 0.0, 0.1], [0.0, 0.0, 0.0], [0.0, 0.0, 0.0], [0.0, 0.0, 0.0], [0.0, 0.0, 0.0], [0.0, 0.0, 0.0], [-0.1, 0.0, 0.0], [0.0, 0.0, 0.0], [0.0, 0.0, 0.0], [0.0, 0.0, 0.0], [0.0, 0.0, 0.0], [-0.1, -0.1, 0.0], [0.1, -0.3, 0.2], [0.0, 0.1, 0.0], [0.3, 0.3, -0.1], [0.0, 0.0, -0.1], [-0.1, 0.0, 0.0], [0.0, -0.1, 0.1], [0.0, 0.0, 0.0], [0.0, 0.0, 0.1], [0.0, 0.0, 0.0]], "mulliken_spin": [2.54, 0.00, 0.00, 0.01, 0.04, -0.02, 0.19, -0.10, -0.02, 0.01, 0.00, 0.00, 0.00, 0.00, 0.00, 0.00, 0.01, 0.00, 0.00, 0.01, 0.00, 0.00, 0.00, 0.00, 0.00, 0.00, 0.24, -0.03, 0.00, 0.16, -0.23, -0.02, 0.00, 0.00, 0.00, 0.00, -0.02, -0.01, 0.00, 0.00, 0.00, 0.00, 0.01, 0.01, -0.08, -0.01, 0.00, 0.00, 0.00, 0.00, 0.00, -0.05, 0.01, 0.00, 0.00, 0.00, 0.00, 0.00, 0.00, 0.00, 0.00, 0.00, 0.00, -0.07, 0.01, 0.00, 0.00, 0.00, 0.00, 0.01, 0.00, 0.00, 0.00, 0.00, 0.00, 0.00, 0.00, 0.00, 0.00, -0.01, 0.00, 0.00, 0.00, 0.00, 0.00, 0.03, 0.10, 0.27, -0.02, 0.00, 0.00, 0.00, 0.00, 0.01, 0.00, 0.00, 0.00, 0.00, 0.00, -0.01, 0.00, 0.00, 0.02, 0.00, 0.00, 0.00, 0.00, 0.00, 0.00]}